A structure of composition C28H33Cl3N5O5PRhSTe in a non-equilibrium geometry, computed with ωB97M-V/def2-TZVPD.

* molar mass: 919.51 g/mol
* LUMO energy: 1.951 eV
* energy relative to the best compared isomer or geometry (same formula, charge and spin): 34.46 kcal per mole
* charge: -1
* 2S+1: 1
* HOMO-LUMO gap: 6.18 eV

Cartesian coordinates (Å):
Rh -2.12436 0.11910 0.02040
C -5.02292 4.47491 -2.11458
C -3.77337 4.81044 -1.30865
N -3.70732 4.12096 -0.03495
C -3.32902 2.82899 0.10142
S -2.56043 2.02246 -1.22200
N -3.58820 2.30685 1.29052
N -3.14726 1.04351 1.42556
C -3.23331 0.44154 2.56539
C -3.88368 1.04425 3.76291
C -2.61707 -0.89160 2.61558
C -2.59169 -1.67488 3.76050
C -2.02640 -2.93917 3.69839
C -1.50655 -3.39808 2.50060
C -1.53894 -2.55094 1.40274
N -2.05863 -1.33859 1.47592
H -5.01259 5.00010 -3.07179
H -5.92543 4.76607 -1.57303
H -5.06482 3.40364 -2.31147
H -3.72278 5.88051 -1.09957
H -2.88044 4.54391 -1.87400
H -4.32781 4.43289 0.69674
H -4.43189 1.93182 3.46294
H -3.13084 1.34821 4.49435
H -4.56316 0.32672 4.22760
H -3.00356 -1.29046 4.68186
H -2.00049 -3.56453 4.58161
H -1.06988 -4.38261 2.41020
H -1.13646 -2.83111 0.43736
Cl -3.95563 -0.97152 -0.75738
Cl 0.67597 -2.96472 1.60047
C 2.33926 -3.09116 1.12782
C 3.24077 -3.63727 2.02454
C 4.57211 -3.76661 1.66765
C 4.99015 -3.31029 0.42733
C 4.08105 -2.74199 -0.44770
Cl 4.69830 -2.07775 -1.92616
C 2.71126 -2.64548 -0.14826
N 1.78680 -2.12264 -1.03817
C 1.65645 -2.64661 -2.34201
C 2.03972 -3.96329 -2.61351
C 1.93046 -4.49665 -3.88424
C 1.39415 -3.73126 -4.90554
C 0.98890 -2.43602 -4.63217
C 1.12124 -1.86113 -3.36830
C 0.69385 -0.42694 -3.19144
C -0.68341 -0.30788 -2.53166
O -1.62829 0.10326 -3.18157
O -0.67975 -0.67867 -1.28777
H 2.88304 -3.97426 2.98744
H 5.28248 -4.20246 2.35653
H 6.02826 -3.37047 0.13183
H 0.98083 -1.61827 -0.68302
H 2.43544 -4.57057 -1.80936
H 2.25924 -5.51225 -4.06932
H 1.29019 -4.13592 -5.90450
H 0.55839 -1.83072 -5.42117
H 0.62903 0.04309 -4.16906
H 1.40675 0.12259 -2.56940
C 4.08351 1.30125 1.79555
C 2.65833 1.02805 1.36969
O 1.84560 2.07340 1.90859
P 0.27023 2.12036 1.54858
O -0.28065 0.70642 1.49373
Te -0.56679 3.73612 3.06732
O 0.27881 2.59788 0.01232
C 0.69573 3.89932 -0.39420
C 2.10007 3.85081 -0.96182
H 4.74529 0.51284 1.43474
H 4.14776 1.34907 2.88302
H 4.42809 2.25436 1.39162
H 2.30504 0.06238 1.74055
H 2.57677 1.01265 0.27591
H 0.63134 4.58976 0.45113
H -0.02343 4.21876 -1.15174
H 2.80494 3.51826 -0.19931
H 2.40085 4.84407 -1.30236
H 2.15079 3.16324 -1.80780

Atoms 1-2, force components in eV/Å:
Rh 1.1 0.3 0.5
C 0.0 0.0 0.0


A cluster of 7 separate species, C28H33Cl4F3O3 in total in a non-equilibrium geometry, computed with ωB97M-V/def2-TZVPD.

* molar mass: 616.38 g/mol
* LUMO energy: 0.057 eV
* energy relative to the best compared isomer or geometry (same formula, charge and spin): 0.00 kcal per mole
* 2S+1: 1
* SMILES: ClC(Cl)(Cl)Cl.Fc1ccccc1.Fc1ccccc1.Fc1ccccc1.CC(C)=O.CC(C)=O.CC(C)=O
* HOMO-LUMO gap: 9.37 eV

Cartesian coordinates (Å):
C -11.11560 7.49967 11.23091
Cl -12.16684 6.11688 10.82063
Cl -9.87417 6.98534 12.33382
Cl -10.41879 8.12279 9.70613
Cl -12.09493 8.81081 11.89986
C -14.12628 6.30150 13.83719
C -13.83314 4.88144 13.45492
O -13.00272 4.22395 14.04053
C -14.61935 4.25698 12.29609
H -15.19786 6.49701 13.79386
H -13.71524 6.94528 13.05145
H -13.61604 6.62725 14.73937
H -14.47456 3.18372 12.38641
H -14.18394 4.61689 11.36289
H -15.67178 4.53118 12.33826
C -15.82112 7.37263 17.14918
C -15.71368 8.59277 18.02282
O -16.64398 8.97042 18.69894
C -14.39911 9.32661 18.02643
H -15.04772 7.33313 16.38426
H -16.81422 7.20949 16.73830
H -15.62598 6.51106 17.79967
H -14.22935 9.95190 18.89967
H -14.32237 9.96365 17.13874
H -13.54627 8.65545 17.93683
C -10.09234 2.90703 12.30503
C -9.39487 3.05845 13.63021
O -8.28277 3.51971 13.75216
C -10.15310 2.52899 14.84730
H -9.43014 2.95978 11.44105
H -10.93141 3.58416 12.16107
H -10.48518 1.88397 12.28254
H -10.06739 1.44208 14.82964
H -11.21234 2.77658 14.76629
H -9.70782 3.01048 15.71299
F -18.35971 8.96307 15.39379
C -17.77248 8.65171 14.22414
C -18.38311 7.83838 13.29199
C -17.76428 7.61920 12.07570
C -16.50803 8.16189 11.81512
C -15.89905 8.97165 12.76849
C -16.54698 9.23978 13.97658
H -19.33823 7.41732 13.58460
H -18.26758 6.96674 11.37439
H -15.95667 8.00865 10.89683
H -14.93598 9.41552 12.55955
H -16.07912 9.82672 14.75609
F -12.44003 6.94571 16.92158
C -11.10351 7.01105 16.81864
C -10.40050 7.89312 17.60241
C -9.00800 7.93549 17.61668
C -8.34126 7.12750 16.69640
C -9.04201 6.28779 15.82579
C -10.41477 6.19833 15.92399
H -10.99895 8.51051 18.26885
H -8.50868 8.46281 18.41439
H -7.26478 7.00940 16.70769
H -8.48737 5.65596 15.14432
H -11.07995 5.63047 15.27479
F -15.51102 4.88814 8.95345
C -16.02382 4.23090 7.89904
C -15.38312 4.32484 6.68659
C -15.89587 3.68531 5.56296
C -16.98538 2.86344 5.74437
C -17.62667 2.72765 6.95944
C -17.13912 3.41454 8.06833
H -14.46856 4.90597 6.63764
H -15.44189 3.74294 4.58527
H -17.36374 2.32300 4.88115
H -18.49162 2.09910 7.11581
H -17.66137 3.34142 9.01257

Atoms 1-2, force components in eV/Å:
C -0.2 0.1 -0.9
Cl 0.2 0.2 0.0


A structure of composition C28H33F10N5OPt, computed with ωB97M-V/def2-TZVPD.

* molar mass: 840.66 g/mol
* LUMO energy (alpha / beta): 4.620 / 4.615 eV
* energy relative to the best compared isomer or geometry (same formula, charge and spin): 8.97 kcal per mole
* charge: -2
* 2S+1: 3
* HOMO-LUMO gap (alpha / beta): 4.14 / 5.41 eV

Cartesian coordinates (Å):
Pt 0.01035 -1.00152 0.74600
C 2.22934 1.61949 2.76393
N 1.72382 0.28036 2.70228
C 0.65043 0.03290 3.63227
C -0.62629 0.85052 3.38517
N -0.89358 1.04462 1.97583
C -2.09465 1.46322 1.59103
C -3.36536 1.37938 2.24264
F -3.48423 0.81661 3.47578
C -4.55533 1.80442 1.68267
F -5.70664 1.61892 2.36501
C -4.60664 2.38630 0.43268
F -5.78810 2.73100 -0.14281
C -3.40010 2.54474 -0.23503
F -3.39195 3.16646 -1.43737
C -2.21780 2.13713 0.32833
F -1.09435 2.47186 -0.33987
C 2.72754 -0.75945 2.65149
C 3.42105 -0.87595 1.29732
N 2.59563 -1.56194 0.32437
C 2.87713 -1.39639 -0.95117
C 3.83990 -0.55560 -1.59762
F 4.74802 0.17348 -0.87482
C 3.90869 -0.35987 -2.96348
F 4.80917 0.52532 -3.45435
C 3.08345 -1.02863 -3.84039
F 3.12854 -0.80454 -5.18410
C 2.18911 -1.93774 -3.28238
F 1.38385 -2.64259 -4.11078
C 2.11690 -2.13523 -1.92979
F 1.25572 -3.06957 -1.50063
H 2.68445 1.85841 3.75166
H 1.41533 2.32103 2.57387
H 2.99065 1.78007 1.99935
H 0.97157 0.22582 4.68260
H 0.39040 -1.02242 3.54685
H -0.53125 1.83527 3.87773
H -1.40693 0.31582 3.93715
H 2.23444 -1.71026 2.86270
H 3.50305 -0.59907 3.43395
H 4.36150 -1.42945 1.46885
H 3.72185 0.13176 0.98914
C 2.42002 2.79546 -1.22791
N 1.53028 2.19183 -2.19363
C 1.22325 2.97892 -3.36175
C 0.70981 2.06808 -4.45577
C -0.49932 1.32458 -3.93045
N -0.23675 0.71563 -2.64388
C -1.18187 -0.31647 -2.26006
C 0.72435 1.14714 -1.77452
O 0.93619 0.63909 -0.68170
H 3.42751 2.88158 -1.64515
H 2.45333 2.17172 -0.34041
H 2.06231 3.79354 -0.94412
H 2.14017 3.48627 -3.67569
H 0.47949 3.75872 -3.12923
H 1.49477 1.35860 -4.72672
H 0.43826 2.64191 -5.34462
H -0.78362 0.52492 -4.62177
H -1.36121 2.00387 -3.85015
H -1.05807 -1.19771 -2.89652
H -2.20215 0.06862 -2.36452
H -1.02037 -0.61718 -1.21333
C -2.73639 -2.86783 3.03191
C -2.25181 -2.99413 1.57510
C -3.12911 -2.10213 0.69283
C -2.44299 -4.45253 1.13329
C -0.78801 -2.60937 1.48813
H -3.78631 -3.17429 3.14069
H -2.64299 -1.83534 3.37079
H -2.12408 -3.49446 3.68684
H -4.19065 -2.36242 0.79536
H -2.83894 -2.20779 -0.35435
H -2.99709 -1.05386 0.96388
H -3.49292 -4.76480 1.20776
H -1.84233 -5.11973 1.75846
H -2.11437 -4.57989 0.09964
H -0.12707 -3.42526 1.81549

Atoms 1-2, force components in eV/Å:
Pt 0.0 0.0 -0.1
C 0.0 0.0 0.0